# 1
Density functional theory data (the ωB97M-V functional and the def2-TZVPD basis) for a molecular structure, C35H34ClNOSi2V.

The electronic energy comes out at -94338.0832 eV. The energy above the lowest of the compared OMol25 structures with the same formula, charge and spin comes out at 0.064 eV. The calculation puts the HOMO energy (alpha / beta) at -9.11 / -9.32 eV.

Geometry as ORCA input:
```
! wB97M-V def2-TZVPD RIJCOSX def2/J DEFGRID3
* xyz 1 3
V 0.8598 -1.0455 1.8077
Cl -0.3577 0.8841 2.7013
Si 1.3359 0.1004 -1.5386
Si -1.5160 2.4128 -0.9583
O -2.0371 -2.2137 2.2607
N -0.6590 -1.4395 4.5274
C 1.1203 1.3207 -0.0770
C 1.0905 -2.8055 2.9147
C -2.3384 -2.8311 3.5165
C -1.8896 -1.9120 4.6019
C 2.0715 -1.8412 3.2947
C -3.8477 -0.7573 -2.1297
C 2.8461 0.6735 -3.8723
C 2.4493 1.5894 0.5071
C -0.3054 -1.3567 -3.5030
C -3.2898 -1.8946 -1.5404
C -0.2017 -0.6213 5.4702
C 1.7702 3.8324 1.0886
C -1.0152 -0.1733 6.5152
C -1.7313 -0.5011 -0.3132
C -1.8146 -0.3961 -5.1482
C -2.7729 -1.5403 5.6205
C -2.2053 -1.7711 -0.6690
C 2.8321 -1.4766 2.1327
C 3.2907 1.5268 -4.8901
C 2.5895 2.5786 -2.4057
C 2.6619 2.7512 1.2069
C 2.4312 1.2097 -2.6396
C 1.2024 -3.0209 1.5075
C -3.3287 0.5039 -1.8242
C 0.2148 2.5172 -0.3157
C -1.4413 0.8811 -4.7226
C 0.6064 3.7097 0.3086
C 2.3034 -2.2254 1.0402
C 3.3709 2.9091 -4.6766
C 3.0294 3.4277 -3.4275
C -1.1935 -1.5149 -4.5778
C -0.5162 1.0218 -3.6763
C -2.3278 -0.6507 6.5942
C 0.0105 -0.0903 -2.9927
C -2.2151 0.6535 -0.9598
H -2.9849 -0.3295 7.4007
H -0.5812 0.5156 7.2404
H -0.2149 2.0406 -3.4026
H 3.0565 4.4935 -3.2120
H 3.6793 3.5806 -5.4769
H 3.5464 2.8613 1.8498
H 1.9974 4.7677 1.6090
H -2.5117 -2.7085 1.5701
H -1.6780 -2.6758 -0.3261
H 0.8250 -0.2440 5.3845
H 0.4419 -3.3443 3.5885
H -1.8656 1.7808 -5.1912
H -3.4188 -2.9970 3.6058
H 2.2921 3.0131 -1.4502
H -1.7867 -3.7794 3.6073
H -2.5897 -0.5171 -5.9096
H 3.5363 1.1030 -5.8639
H 2.6832 -2.1977 0.0370
H 2.7210 -0.4036 -4.0429
H 0.1773 -2.2344 -3.0647
H -4.6581 -0.8482 -2.8618
H 1.9215 -1.2123 -1.2830
H 0.5491 0.6862 0.6371
H 0.6041 -3.7037 0.9277
H 2.2597 -1.4889 4.2998
H -0.9554 -0.4005 0.4708
H 3.6114 -0.7291 2.0771
H -3.7541 -2.0087 5.6094
H -0.0478 4.5774 0.1990
H -1.3938 -2.5209 -4.9697
H -3.6567 -2.8922 -1.8225
H -3.7580 1.3926 -2.3015
H -2.3268 3.2114 -0.1447
H 3.1974 0.7880 0.4509
*
```

Results of the Löwdin charge analysis, in e, for atoms 1 through 6: 0.711 0.219 0.823 0.917 -0.090 0.031

# 2
Density functional theory data (the ωB97M-V functional and the def2-TZVPD basis) for a molecular structure, C35H34GeI2N8O4SSn.

The electronic energy comes out at -146343.6827 eV. The energy above the lowest of the compared OMol25 structures with the same formula, charge and spin comes out at 4.878 eV. The calculation puts the HOMO energy at -2.19 eV.

Geometry as ORCA input:
```
! wB97M-V def2-TZVPD RIJCOSX def2/J DEFGRID3
* xyz -2 1
I -0.6367 -1.6900 3.0468
I 0.0518 -3.5732 5.1216
Sn -1.1940 0.0508 1.1893
Ge 2.3101 -3.4447 -0.1635
S -1.9466 2.7303 0.8528
O -3.7472 3.3366 2.7419
O -2.3693 1.5292 3.1678
O -2.2242 -1.9104 0.2869
O -4.0519 -2.7264 -0.6992
N -2.0629 3.2048 4.6779
N 0.9996 1.1955 0.2214
N -2.1823 -3.7271 -4.9932
N -0.1679 2.2962 3.7588
N -0.5214 0.1253 -1.0924
N -3.5398 0.2068 1.0941
N -1.6890 -1.6143 -4.0470
N 0.3435 1.6426 2.7102
C -2.6032 -1.0062 -4.8307
C 1.5134 -4.5095 1.3133
C -5.7533 1.1548 -0.1821
C -3.1090 -3.1440 -5.7583
C 3.5451 3.1515 5.3259
C -1.5364 -2.9056 -4.1769
C -3.3596 -1.7972 -5.7288
C -3.4120 -1.8558 -0.1332
C -5.1378 1.9203 0.7889
C 4.4618 4.0643 3.3096
C -3.0875 2.2681 2.2094
C -4.1121 -0.5253 0.1545
C -3.9862 1.4164 1.3856
C 3.8602 0.2393 -0.2521
C -0.9857 1.1019 -3.2169
C 3.5132 3.3816 2.5729
C 1.7415 -0.6832 -1.2438
C 0.8503 0.5812 -1.0829
C 2.0924 -4.3930 -1.9051
C 2.5727 2.5628 3.2030
C -1.8685 1.3107 -4.2920
C -1.4713 2.3561 3.8992
C 2.0313 1.2376 1.1280
C -5.2347 -0.0858 -0.5206
C -1.2926 0.2882 -2.1205
C 2.5963 2.4655 4.5931
C 3.3038 0.7979 0.9433
C 4.2686 -3.2329 0.1700
C -2.7118 0.4076 -4.8822
C 0.2306 1.8572 -3.1106
C 1.1218 1.6032 -2.1474
C 3.1964 -0.3599 -1.2494
C 4.4831 3.9497 4.6905
C 1.5989 1.8107 2.4082
C 1.3901 -1.6936 -0.1618
H -3.4200 0.7797 -5.6154
H 4.7558 -2.7016 -0.6440
H 3.9782 0.9029 1.7817
H 3.4910 3.4836 1.4973
H 1.8711 1.8384 5.0878
H 1.4558 -1.1076 -2.2141
H 4.4445 -2.6776 1.0861
H 2.0470 2.1547 -2.0434
H -5.6492 -0.7077 -1.2987
H 2.4950 -3.8126 -2.7308
H 3.5600 3.0578 6.4036
H 4.9419 0.3114 -0.3286
H 1.0425 -4.5790 -2.1026
H -3.6456 -3.8098 -6.4276
H 5.1875 4.6861 2.8027
H 0.4398 -4.6046 1.1652
H -1.8487 2.3076 -4.7305
H -5.4785 2.9038 1.0653
H -6.6315 1.5318 -0.6899
H 4.7326 -4.2104 0.2732
H 2.6081 -5.3500 -1.8773
H 0.4045 2.0188 0.2774
H -4.0917 -1.3420 -6.3819
H 5.2266 4.4871 5.2660
H -3.2503 3.5527 3.5930
H 1.5865 -1.2444 0.8117
H 3.7437 -0.6759 -2.1290
H 1.9365 -5.5084 1.3885
H 0.4287 2.6133 -3.8615
H -1.3878 3.7856 5.1641
H 0.3253 -1.9089 -0.2281
H -0.7781 -3.3632 -3.5495
H -2.2704 -0.1701 -2.0512
H 1.6676 -4.0079 2.2663
*
```

Results of the Löwdin charge analysis, in e, for atoms 1 through 6: 0.296 -0.350 0.925 0.873 0.703 -0.044